# 1
C46H48AsCl5FIrNOSSi | ωB97M-V/def2-TZVPD

LUMO level (spin up / spin down): -0.0335 / -0.0404 hartree
HOMO level (spin up / spin down): -7.626 / -7.623 eV
Total energy: -199737.196 eV
<S²>: 0.755
Orbital gap (spin up / spin down): 6.714 / 6.524 eV

```
! RIJCOSX wB97M-V def2-TZVPD def2/J DEFGRID3
* xyz 0 2
C -1.96108 0.66694 -5.41330
H -5.66237 -5.24411 1.66564
H 4.12781 -0.87215 4.97680
Cl -1.19462 -5.58141 -0.81937
H 1.39094 1.21008 1.09430
H -5.38946 1.09189 2.42482
C -3.09551 1.74327 1.29586
H -0.37000 -0.95449 -2.92845
C -0.73208 -3.16224 2.30713
C -4.67678 -3.20967 0.32849
C 3.75113 -0.89721 2.86497
C 5.58316 -1.57844 -0.67527
C 3.31985 -1.66278 1.79719
C -3.29752 -2.28676 -1.52683
H 0.47205 5.47951 -0.04048
Cl 0.13283 -3.12137 -2.09657
H 2.69509 -4.57946 3.38327
H 2.73361 3.81070 -1.75079
C -0.20344 -2.02463 1.70694
C -4.13546 -2.08408 -0.28835
H -3.01023 4.96875 2.35918
C -2.73525 -0.37453 2.69152
C 3.75346 -3.03504 -1.29927
H 3.43688 -3.21913 5.30977
N -1.89466 0.35573 -1.14577
Cl -1.86523 -5.61172 2.21921
C 0.44148 1.51865 0.64271
C -3.21635 3.14697 1.26183
C 3.80352 -1.46610 4.13188
F 1.34340 0.00486 -1.89067
H -2.13027 -0.63087 3.55613
Si 0.78104 3.07824 -0.43828
As -3.55547 0.84526 -0.38305
H -1.59241 4.94490 4.55925
H -2.25391 -2.07213 -1.34599
H -5.91301 -4.30153 3.13997
H 4.29366 -4.79925 -2.39075
C -0.07493 -1.89801 0.31420
H 5.91365 -0.66264 -0.20115
H 3.13497 3.72715 -0.02418
H 4.02599 0.13558 2.69077
H -3.63012 -1.62971 -2.33170
C -2.49290 1.90049 3.63111
C -0.16481 3.10453 -2.03958
C -4.43555 -0.81399 0.22328
H -4.40870 -4.19100 -0.05386
H -4.65235 3.59196 -0.28978
H -0.87452 4.55949 0.65558
C -2.93672 3.88634 2.40344
C 4.23590 -1.89735 -0.67254
C -2.55809 3.28373 3.59542
C 2.99594 -3.54953 3.23473
C -3.65412 3.89851 0.02386
C 2.94443 -2.99001 1.96854
H -3.38133 -3.31785 -1.87439
C -1.06720 -0.28253 -3.39024
C -5.98380 -1.84069 1.76339
Cl -0.94164 -3.23155 4.00914
O 3.78898 0.49424 0.39767
H 3.04007 2.25105 -0.97389
H -2.98092 3.71960 -0.81477
H 2.61132 -3.58164 1.12312
C -6.11458 -4.33819 2.06775
C -2.83446 1.29728 -3.25360
C 0.20646 4.57689 0.51718
H -0.39656 -0.79821 -5.35024
H -7.00890 0.52470 2.01926
H 7.53050 -2.21449 -1.29974
H -3.73658 -0.76391 2.87002
C -1.10964 -4.24126 1.51433
H -3.17338 4.54472 5.22181
H -2.22192 1.40178 4.55688
H -6.02594 1.35642 0.80680
C -1.08106 -0.18733 -4.77378
C 6.00951 -3.60478 -1.90255
H -1.24041 3.10481 -1.86864
H -3.52935 2.09671 -5.10211
C 6.47264 -2.44323 -1.29469
H 2.68919 -3.23404 -1.32758
H -7.19682 -4.40872 1.94209
H -6.73936 -1.73711 2.53725
H 0.09533 4.00894 -2.59699
C 3.41745 -2.78518 4.31788
H 0.66546 4.64418 1.50847
Ir -0.05890 -0.05780 -0.48303
C 2.58995 3.23488 -0.83392
C -5.99632 0.64546 1.63559
C 4.65292 -3.89912 -1.90852
C -0.83595 -4.21175 0.15100
H -1.96801 0.75401 -6.49191
C -5.57081 -3.11083 1.38400
C -0.30341 -3.05870 -0.42651
H 0.07259 2.24844 -2.67558
C -2.25606 4.11657 4.81249
H -0.31698 1.66606 1.41435
H -3.52338 1.90030 -2.68380
Cl 0.37900 -0.76659 2.73557
C -5.45170 -0.69210 1.18738
H -3.67172 4.97029 0.21997
C -2.83463 1.40912 -4.63486
H 6.70939 -4.27764 -2.38121
S 3.10810 -0.81984 0.20855
H -1.78231 3.51998 5.59112
C -2.76444 1.11776 2.50968
H -2.33606 -0.88123 1.81582
C -1.93244 0.45288 -2.58589
*
```

***

# 2
C46H48AsN3OSr | ωB97M-V/def2-TZVPD

LUMO level (spin up / spin down): 0.1390 / 0.1392 hartree
HOMO level (spin up / spin down): 2.257 / 2.293 eV
Total energy: -116668.060 eV
Orbital gap (spin up / spin down): 1.527 / 1.495 eV

```
! RIJCOSX wB97M-V def2-TZVPD def2/J DEFGRID3
* xyz -2 1
H 0.30736 3.95250 2.66382
C -1.77932 -1.30079 0.43426
C 0.38182 4.38131 0.49872
H 8.56280 -4.03412 0.94568
H -4.04532 0.63678 -0.15797
H 1.50098 -1.98407 5.37046
C 5.66780 -4.18002 2.75284
H -0.29750 -3.65903 1.06018
H -2.79647 5.24011 -1.64442
C 1.03313 -7.45743 0.48860
H 4.54361 -2.98910 -0.24722
H 1.25471 2.80035 -4.97007
H 2.66930 2.40383 -1.63506
C 0.72736 2.18369 0.05361
H -0.49417 3.52282 -6.61625
C 0.18554 0.85224 2.45501
H 4.73308 0.18193 3.41728
H 0.46202 -8.29200 0.89890
C 0.07738 -2.19035 -2.68514
C 2.10354 2.09265 -2.52257
C 2.69516 -4.67953 4.82948
C 1.95788 -4.29235 3.70171
C 7.50094 -3.93957 1.17933
C 2.23445 -5.38497 0.82514
H 0.06645 -4.04705 -0.62415
C 0.55960 -4.23529 3.76607
C 0.42638 3.67645 1.65087
C 5.23854 -3.38155 0.49769
N 0.64008 2.35400 1.34584
C 3.23953 -0.99375 4.45573
C 0.16070 3.59133 -1.87427
C 1.29959 0.46624 3.22424
H 1.36042 -6.54332 2.42692
H 6.96105 -3.22711 -0.79480
H 2.22497 -6.23949 -2.47166
C -2.20286 -1.51993 1.84109
Sr 1.17469 -0.52507 0.51153
H -1.58117 -4.26049 -0.00124
H -0.49743 -2.94246 -3.25001
C 0.63077 3.24079 -4.18935
C -0.69040 -3.60939 0.03661
H 3.92852 -1.62621 4.99923
H -2.31223 4.01551 -0.47347
C 0.63176 -5.00060 6.06607
H -2.99492 -0.81389 2.12540
C -0.75758 4.36311 -5.96557
C 1.52694 -6.47198 1.35174
C -0.45974 4.04638 -4.53286
H 1.77950 1.04324 -2.38581
C 0.95472 2.98286 -2.85976
C -2.06736 -0.17122 -0.37546
H -0.18996 5.23846 -6.31031
H 0.41258 -1.42469 -3.39874
H 7.73151 -4.58252 3.23549
H 0.89440 -8.14542 -1.55611
C -1.42575 -0.35441 -1.62774
C 6.60474 -3.49037 0.20224
H -0.01725 -3.91340 2.89843
C 4.76719 -3.79057 1.75136
C -2.99019 0.93065 -0.01360
C -1.26447 4.56910 -3.51965
N 0.91411 -0.55622 4.08313
C 7.03438 -4.26023 2.45977
H -1.51880 5.61946 -0.49533
H -1.73175 1.56874 -2.51348
C 2.02930 -5.02135 6.01238
H 2.95641 1.61992 2.27287
H -2.87275 1.21946 1.04042
H -1.82082 4.59020 -6.09619
H 3.78082 -4.72319 4.78544
H -2.41408 0.22423 -3.44929
H -2.14344 5.16562 -3.76486
O 2.14977 -2.53147 1.32974
H -2.58913 -2.54171 1.97451
C 3.66329 0.00431 3.57891
H 3.07291 -4.46799 -0.94757
C 2.01461 -6.30346 -1.40246
H 2.61171 -5.31217 6.88907
C -1.92928 4.81839 -1.12141
C -1.56437 0.52584 -2.81144
N 0.49430 3.40392 -0.51299
H 0.29578 5.43275 0.30382
H -2.81869 1.82210 -0.63075
C -0.73556 -1.59497 -1.59513
H -1.37386 -1.39044 2.56099
C -1.02064 -2.21801 -0.34675
H 5.30751 -4.42321 3.74954
C 1.27635 -7.37333 -0.88575
C 2.49582 -5.30373 -0.54784
C 1.87568 -1.22631 4.68295
H -1.19414 -4.58895 4.96932
C 2.69672 0.77663 2.93696
C -0.10274 -4.60611 4.94284
H 0.11411 -5.29142 6.98192
H -0.66074 0.50225 -3.43509
As 2.84374 -3.95378 1.99651
H -0.82611 1.11178 2.88312
H 2.79155 2.09187 -3.38185
H 0.97519 -2.69951 -2.29540
C -0.98817 4.34233 -2.17501
*
```